# C10H14N2S2

The molecule C10H14N2S2 (ωB97M-V with the def2-TZVPD basis set, the OMol25 dataset).

Structure (XYZ):
```
28
Properties=species:S:1:pos:R:3:forces:R:3:lowdin_charge:R:1
C 3.907380 -1.058954 -0.300980 0.0 -0.7 1.1 -0.134
C 3.095430 -1.439837 0.719838 -1.0 -0.3 1.9 -0.058
C 3.720471 0.072481 -0.959693 -0.3 2.0 -1.7 -0.108
C 1.993017 -0.637274 1.082403 2.4 -0.2 -2.6 -0.022
C 2.621606 0.820116 -0.714447 -2.5 0.8 0.3 -0.037
C 1.692700 0.483178 0.286422 1.3 -1.7 0.6 -0.300
C -3.744165 -0.491553 -0.497003 1.0 -0.6 2.7 -0.274
C -3.506127 0.535460 0.658157 -0.7 1.3 -1.6 -0.436
C -2.594867 -1.531796 -0.464034 0.5 1.6 1.5 -0.427
C -0.883568 0.463995 0.652143 3.9 -0.1 -0.8 -0.839
N 0.390966 2.270230 -0.336257 0.4 3.9 2.5 -0.062
N 0.551831 1.211208 0.538383 -2.9 -0.2 0.3 -0.208
S -2.079463 1.667560 0.298399 -1.7 0.7 0.1 0.875
S -0.845926 -0.824383 -0.628183 -1.1 -0.7 0.0 0.859
H 4.727412 -1.577861 -0.580332 2.5 -2.1 -0.5 0.075
H 3.394864 -2.331811 1.323146 -0.6 0.8 -0.6 0.122
H 4.357858 0.421154 -1.750184 0.4 -0.2 -0.2 0.114
H 1.422090 -0.956175 1.865250 -1.7 -0.5 2.0 0.075
H 2.305910 1.564400 -1.421861 0.8 0.4 0.0 0.092
H -4.719666 -0.994803 -0.470782 0.2 -0.1 0.6 0.110
H -3.760818 -0.023048 -1.424387 0.3 1.2 -1.6 0.072
H -4.367898 1.213526 0.842314 0.5 -0.5 -0.2 0.078
H -3.216724 0.133334 1.590650 -0.2 -1.1 1.0 0.042
H -2.596508 -2.160547 0.458081 -0.2 0.4 -0.8 0.088
H -2.696715 -2.074395 -1.343631 0.1 -1.6 -1.3 0.031
H -0.875354 0.020738 1.638571 -0.4 0.0 0.3 0.072
H 0.832727 2.051909 -1.183029 0.2 0.2 -1.4 0.028
H 0.873530 3.173147 0.121055 -1.3 -2.6 -1.6 0.170
```
Positions in Å, forces in eV/Å.

The value obtained for the energy above the lowest of the compared OMol25 structures with the same formula, charge and spin is 2.555 eV. Its spin multiplicity is 1. The gap between HOMO and LUMO is 8.72 eV. As for the net charge: 0. The calculation puts the highest occupied orbital energy at -7.92 eV. The value obtained for the energy is -1295.229269 a.u.



# C19H24N2O5S

The molecule C19H24N2O5S (ωB97M-V with the def2-TZVPD basis set, the OMol25 dataset).

Structure (XYZ):
```
51
Properties=species:S:1:pos:R:3:forces:R:3:lowdin_charge:R:1
C 0.000105 0.675707 3.420887 0.1 0.2 -0.2 -0.056
H 0.766100 -0.086785 3.307208 0.1 -0.1 0.1 0.070
H -0.954694 0.254440 3.118268 -0.1 -0.1 0.0 0.086
H -0.056297 0.963419 4.467444 0.0 0.0 0.1 0.077
C 0.322890 1.898051 2.568124 -0.2 0.2 0.6 -0.251
N 0.361430 1.569289 1.163625 -0.5 0.6 -0.8 -0.256
S -0.424452 2.512806 0.057518 0.2 0.0 0.3 0.685
O -1.493106 3.186109 0.729623 0.2 0.2 0.1 -0.268
O -0.745093 1.653636 -1.054899 0.3 0.2 -0.2 -0.293
C 0.792606 3.704364 -0.485486 -0.5 -0.5 0.0 -0.273
C 1.428832 3.544855 -1.700413 -0.1 -0.1 -0.1 -0.055
C 2.410586 4.446371 -2.075266 0.0 0.1 0.1 -0.025
C 2.758974 5.503265 -1.241547 0.0 -0.1 0.0 -0.267
C 2.099593 5.645885 -0.022710 -0.1 -0.1 0.0 -0.026
C 1.119641 4.748581 0.358875 0.0 0.1 0.1 -0.048
H 0.592397 4.852413 1.293881 0.0 0.1 0.2 0.116
H 2.358694 6.467747 0.628319 0.0 0.1 0.1 0.118
C 3.805761 6.491259 -1.651307 0.0 0.1 0.0 -0.046
H 4.431139 6.764986 -0.804599 0.1 0.0 0.0 0.081
H 3.330750 7.399688 -2.021775 0.0 0.1 0.0 0.089
H 4.434041 6.089894 -2.441842 0.1 0.0 0.0 0.077
H 2.910128 4.328175 -3.025387 0.1 0.0 -0.1 0.116
H 1.136167 2.728659 -2.342320 0.0 -0.1 -0.1 0.114
C 1.452202 0.761878 0.673618 0.2 -0.4 -0.1 -0.092
H 1.681632 1.072746 -0.349315 0.2 -0.1 0.0 0.121
H 2.344325 0.898563 1.293393 -0.1 -0.1 -0.1 0.141
C 1.082408 -0.734956 0.657707 0.2 0.5 -0.1 -0.457
O 1.771695 -1.568949 1.204899 0.2 -0.2 0.1 0.069
N -0.060440 -0.943024 -0.024327 -0.3 0.2 -0.3 0.144
C -0.762218 -2.134354 -0.228636 -0.2 -0.5 0.0 -0.212
C -1.937427 -2.075667 -0.967583 0.1 0.0 0.1 -0.022
C -2.666397 -3.227275 -1.192718 0.0 -0.1 0.0 -0.021
C -2.260077 -4.461398 -0.698203 0.0 -0.2 0.0 -0.194
C -1.068717 -4.524905 0.048790 -0.1 0.2 -0.1 -0.186
C -0.342026 -3.358349 0.269795 0.0 -0.1 0.0 0.075
H 0.565652 -3.433606 0.843780 0.1 0.0 0.0 0.116
O -0.505099 -5.627505 0.616167 0.0 0.4 0.0 -0.062
C -1.062896 -6.911346 0.458078 -0.1 -0.5 0.0 -0.077
H -1.110824 -7.206833 -0.592217 0.0 0.0 0.1 0.095
H -0.386425 -7.579490 0.991551 -0.1 0.0 0.0 0.093
H -2.060560 -6.978700 0.896905 0.1 0.0 0.0 0.093
O -2.973762 -5.621616 -0.906354 0.4 0.2 0.2 -0.124
C -4.156709 -5.558832 -1.659980 -0.1 0.0 -0.1 -0.089
H -3.969459 -5.212419 -2.681816 0.0 0.0 0.0 0.096
H -4.905572 -4.914325 -1.187765 0.0 0.0 0.0 0.096
H -4.533060 -6.580754 -1.691733 0.0 0.1 0.0 0.094
H -3.574808 -3.152548 -1.767905 -0.1 0.0 0.0 0.102
H -2.278399 -1.131156 -1.363328 -0.1 0.1 -0.1 0.113
H -0.486738 -0.118829 -0.447048 0.1 -0.2 0.1 0.094
H -0.464390 2.645430 2.675458 0.1 0.0 0.2 0.106
H 1.281894 2.335406 2.882566 -0.1 0.0 -0.1 0.123
```
Positions in Å, forces in eV/Å.

The value obtained for the energy above the lowest of the compared OMol25 structures with the same formula, charge and spin is 2.952 eV. Its spin multiplicity is 1. The gap between HOMO and LUMO is 8.14 eV. As for the net charge: 0. The calculation puts the highest occupied orbital energy at -7.55 eV. The value obtained for the energy is -1622.291162 a.u.



# C30H47F3IN2O9PS

A structure of composition C30H47F3IN2O9PS (ωB97M-V with the def2-TZVPD basis set, the OMol25 dataset).

Structure (XYZ):
```
94
Properties=species:S:1:pos:R:3:forces:R:3:lowdin_charge:R:1
C 1.256724 -2.919640 4.922000 0.9 -0.4 -0.7 -0.018
C 0.585947 -3.103129 3.719702 -1.1 0.1 0.5 -0.157
C 0.992050 -2.672054 2.271787 0.5 -1.6 0.5 -0.208
C 1.431380 -1.130908 2.101769 -0.9 -1.4 0.1 -0.369
N 2.523069 -0.861626 3.001457 1.2 0.6 -0.3 -0.082
C 3.648690 -1.789830 3.133002 2.0 -0.7 0.5 -0.074
C 2.987404 0.445848 3.330172 1.5 2.9 0.6 -0.428
C 4.484193 0.960040 3.038311 0.3 -1.2 -0.4 -0.018
O 2.397976 1.339154 3.906983 -0.9 -1.5 -0.8 0.080
C 1.599313 -0.746483 0.525938 0.6 1.1 -0.6 -0.439
I 2.444112 -2.487827 -0.588943 -0.5 -0.2 0.4 1.220
C 2.880261 0.212338 0.274821 0.6 -1.8 1.3 -0.252
C 3.594289 0.218848 -1.130333 1.0 2.9 -0.4 -0.248
C 4.229068 1.699395 -1.288874 -0.9 -0.3 -1.0 -0.225
O 5.517302 1.591985 -1.908288 -0.1 0.4 1.4 -0.212
C 6.419728 2.618328 -1.477825 0.8 -0.1 -0.5 -0.112
C 0.251158 -0.158869 -0.147847 -0.3 0.0 -1.5 -0.346
N 0.508078 0.359607 -1.519779 0.8 -0.4 0.3 0.098
C -0.883980 -1.224563 -0.510162 -2.4 0.1 0.5 -0.189
O -0.573853 -2.426396 -1.205453 0.6 0.5 -0.5 -0.142
C -0.464775 -2.419192 -2.570170 1.4 -1.6 -3.8 -0.277
C 0.321626 -3.545844 -3.148021 -0.6 1.2 -1.7 -0.056
C 0.522397 -3.655574 -4.601668 -1.0 1.7 0.2 -0.082
C -0.033423 -2.680415 -5.563838 -0.6 0.3 2.7 -0.096
C -0.843318 -1.598293 -5.006274 1.1 -1.7 1.2 -0.083
C -1.026378 -1.509808 -3.562292 0.0 -0.1 0.4 -0.039
C -0.392681 1.078786 0.665312 -1.5 1.7 -0.8 -0.430
C -0.204822 2.540433 0.089873 0.7 0.7 0.5 -0.168
C 1.184689 3.256220 0.181489 -0.5 1.8 -0.7 -0.365
C 1.003783 4.658198 -0.597279 0.5 -1.1 -0.8 -0.081
C 1.688236 3.655694 1.629662 0.4 -0.6 -0.7 -0.049
P -2.341226 1.044925 0.701573 -2.1 -2.3 0.6 0.982
C -2.884370 2.054514 2.214282 1.2 0.9 0.2 -0.233
O -2.936661 1.759794 -0.714915 1.2 0.9 0.9 -0.311
O -0.062985 1.159441 2.072552 0.2 -1.4 0.5 -0.251
S -0.082546 -0.270629 2.853732 -2.0 -1.4 4.7 0.740
O 0.046256 -0.127928 4.310958 1.5 1.4 -2.5 -0.264
O -1.320728 -1.052751 2.742570 1.2 1.0 -2.8 -0.296
H 0.883994 -2.255365 5.740526 -0.7 -2.0 -0.1 0.075
H 2.256747 -3.412611 5.102413 -0.2 2.0 -0.7 0.063
H -0.409047 -3.635878 3.791192 0.2 2.3 -0.1 0.114
H 1.814826 -3.388235 2.008674 -0.6 1.2 -0.5 0.059
H 0.121094 -2.806012 1.571059 1.0 -0.2 0.8 0.107
H 4.429982 -1.742598 2.312471 -1.1 0.0 0.5 0.092
H 4.215060 -1.497348 4.069203 -0.7 -0.3 -1.0 0.118
H 3.426335 -2.868427 3.290188 -0.4 1.1 -0.3 0.085
H 5.049521 0.315818 2.322148 -0.3 0.5 0.6 0.060
H 4.433937 1.992819 2.601525 -0.2 -1.0 0.6 0.076
H 5.069262 1.004775 3.995767 -0.7 0.0 -0.8 0.094
H 2.781240 1.205818 0.778365 -0.3 -0.7 -0.8 0.086
H 3.676779 -0.320206 0.880486 -1.0 0.8 -0.4 0.070
H 2.960360 0.105873 -2.036194 0.4 -0.5 0.9 0.081
H 4.523660 -0.413726 -1.193096 -1.4 0.3 0.2 0.095
H 4.249003 2.263594 -0.318509 0.3 -0.6 -0.7 0.104
H 3.574704 2.288309 -2.004763 0.5 -0.4 0.8 0.125
H 6.341136 3.501318 -2.174489 0.1 -0.6 0.9 0.095
H 7.461151 2.197721 -1.559883 -1.0 0.4 0.0 0.094
H 6.273641 2.907924 -0.403524 -0.1 -0.1 -0.9 0.087
H -0.339829 0.740384 -1.935877 0.2 -0.3 0.3 0.082
H 1.215808 1.083947 -1.570151 -0.1 -0.1 0.2 0.063
H -1.502797 -1.557322 0.371403 1.0 0.4 -0.7 0.111
H -1.655413 -0.722066 -1.173877 1.0 0.0 1.0 0.093
H 0.811789 -4.322049 -2.512726 -0.7 0.9 -0.4 0.074
H 1.135243 -4.477255 -5.058044 -0.6 0.8 0.9 0.095
H 0.154165 -2.761126 -6.661623 -0.2 0.0 1.2 0.091
H -1.333974 -0.819864 -5.646107 0.6 -0.9 0.7 0.100
H -1.654458 -0.657146 -3.185741 0.7 -0.9 -0.5 0.091
H -0.920998 3.207258 0.665152 0.8 -0.8 -0.5 0.120
H -0.557990 2.635848 -0.976226 0.3 -0.5 1.2 0.108
H 1.943160 2.708404 -0.430368 -0.5 0.3 0.8 0.081
H 2.013095 4.899520 -1.047529 -1.0 0.2 0.7 0.082
H 0.325192 4.522423 -1.492885 0.5 0.3 1.0 0.078
H 0.635919 5.471348 0.074156 0.3 -0.7 -0.7 0.080
H 2.565982 3.015703 1.901609 -0.9 0.5 0.2 0.044
H 0.862858 3.516200 2.374486 0.9 0.2 -0.5 0.090
H 2.065144 4.716366 1.604391 -0.5 -1.1 0.2 0.082
H -2.103659 2.810871 2.521549 -0.9 -0.5 -0.2 0.039
H -3.846997 2.592144 2.024678 0.8 -0.6 0.0 0.049
H -2.992127 1.353530 3.091078 0.0 0.5 -1.2 0.051
H -3.819546 1.386541 -0.854319 0.6 0.2 0.1 -0.004
C -9.013972 -2.588843 -2.297602 0.3 -0.1 -0.1 -0.060
C -8.872802 -1.397862 -1.370601 -0.7 -0.2 -0.2 -0.198
O -7.516759 -1.261220 -0.911291 0.7 0.3 0.1 0.031
C -6.664483 -0.686805 -1.766791 -1.5 -0.2 -0.1 -0.381
O -6.954168 -0.291859 -2.859329 0.6 0.1 0.2 0.175
C -5.279344 -0.567328 -1.130737 1.4 -0.5 0.7 -0.506
F -4.891125 -1.699678 -0.530709 -0.5 0.2 -0.2 0.177
F -5.248260 0.406332 -0.182153 -0.7 -0.3 -0.4 0.115
F -4.329995 -0.266623 -2.027834 -0.6 0.0 -0.1 0.151
H -8.647875 -3.495032 -1.811803 -0.1 0.0 0.1 0.085
H -10.057192 -2.733168 -2.580557 0.0 0.0 0.1 0.084
H -8.424878 -2.454031 -3.206211 -0.1 0.1 0.0 0.078
H -9.486968 -1.548395 -0.482562 0.3 0.0 0.1 0.126
H -9.212116 -0.474496 -1.844393 0.3 0.0 0.0 0.127
```
Positions in Å, forces in eV/Å.

Its spin multiplicity is 1. The gap between HOMO and LUMO is 7.52 eV. As for the net charge: 0. The calculation puts the highest occupied orbital energy at -7.53 eV. The value obtained for the energy is -3294.455664 a.u.



# C14H26BBrIN4NbO5PS2

A structure of composition C14H26BBrIN4NbO5PS2 (ωB97M-V with the def2-TZVPD basis set, the OMol25 dataset).

Structure (XYZ):
```
56
Properties=species:S:1:pos:R:3:forces:R:3:lowdin_charge:R:1
C -1.109114 0.141686 2.555096 0.5 -0.5 -0.7 -0.114
C -2.278825 -0.317548 1.684794 -0.5 0.5 0.9 -0.455
C -2.532835 0.597214 0.489654 1.1 -1.0 0.2 -0.811
I -4.635396 0.292550 -0.136099 1.1 0.8 1.1 0.814
Nb -1.264335 0.392194 -1.383065 -3.5 1.6 -1.7 1.335
Br -3.243475 -0.455059 -2.914969 1.4 -0.5 -1.1 -0.076
C 0.181441 0.407004 -3.172028 0.5 -0.3 0.9 -0.275
O 1.534906 -0.059659 -2.912779 -0.3 0.4 0.2 -0.113
C 2.527738 0.585330 -3.497806 0.4 -0.2 -0.2 -0.588
C 3.840888 0.354914 -2.805530 -0.1 -0.7 -0.1 0.021
O 2.435554 1.264295 -4.487555 -0.2 0.5 -0.3 0.084
N -1.763341 2.423060 -1.871133 -0.5 -1.6 0.6 -0.105
C -2.546610 2.554485 -2.769794 1.5 1.3 -0.6 -1.049
S -3.162756 2.999436 -4.164154 -0.8 -0.1 0.1 0.584
B 0.656301 1.057096 -0.240425 0.0 -0.5 -0.4 -0.577
C 0.654470 2.546436 0.287736 -0.3 -0.4 0.1 -0.072
O 1.743051 0.238768 0.006542 -0.2 -0.3 0.3 0.013
P -0.700666 -2.132993 -0.954660 -0.9 -0.4 0.2 0.050
O 0.258233 -2.817807 -2.084861 0.5 0.4 0.1 -0.305
O 0.151937 -2.353021 0.405971 0.9 0.0 -0.3 -0.306
S -2.315827 -3.237273 -0.856961 -0.1 0.0 0.1 0.122
H -0.184734 -0.251128 2.125023 0.1 0.0 0.0 0.044
H -1.183230 -0.287779 3.550516 0.0 0.2 0.2 0.069
H -1.001259 1.223497 2.576742 -0.2 0.1 0.3 0.064
H -3.167651 -0.292851 2.322596 -0.1 0.0 0.1 0.059
H -2.147437 -1.363418 1.424795 0.0 -0.1 -0.3 0.040
H -2.494526 1.636156 0.811871 -0.2 0.1 0.1 -0.004
H -0.273814 -0.256420 -3.907518 -0.1 -0.1 0.0 0.037
H 0.187585 1.398298 -3.619666 0.2 0.1 0.0 0.057
H 4.533807 -0.032473 -3.547239 0.2 0.2 -0.1 0.082
H 3.720401 -0.390384 -2.028030 0.0 0.1 0.2 0.057
H 4.213656 1.284276 -2.390833 0.0 0.1 0.0 0.090
H 0.657449 3.224603 -0.564568 0.1 0.1 -0.1 0.053
H -0.291254 2.727139 0.798022 0.0 0.2 0.1 0.033
H 1.494594 2.736842 0.954465 0.1 0.2 0.0 0.057
H 1.841933 0.133142 0.961435 0.5 0.3 0.0 0.076
H -0.248601 -2.771650 -2.906827 0.1 -0.2 -0.1 0.042
H 0.575650 -3.221914 0.364760 -0.1 -0.1 0.2 0.060
C -9.706507 1.074868 -0.601936 -0.3 0.1 0.0 -0.066
C -8.296210 0.774274 -0.777637 0.1 0.0 0.0 -0.247
N -7.180822 0.545570 -0.909774 -0.9 -0.1 -0.2 -0.035
H -10.304402 0.554923 -1.348087 0.1 0.0 0.0 0.081
H -10.042142 0.762984 0.385432 0.1 0.0 0.0 0.082
H -9.884826 2.143793 -0.703252 0.1 0.0 0.0 0.082
C 4.804757 -1.691004 0.736704 -0.1 -0.3 -0.2 -0.054
C 4.722354 -0.442642 1.474911 -0.1 0.1 0.0 -0.279
N 4.643784 0.543438 2.057488 0.1 0.0 0.1 0.141
H 4.559866 -2.531479 1.384527 0.0 0.0 0.1 0.073
H 4.103312 -1.678045 -0.096903 -0.1 0.1 0.0 0.071
H 5.809509 -1.839308 0.345552 0.0 0.1 0.0 0.085
C 5.380487 -0.915011 5.161079 0.0 0.4 0.2 -0.078
C 5.298504 -2.275077 4.655970 0.0 0.0 0.0 -0.288
N 5.231581 -3.345723 4.248815 0.0 0.0 0.0 0.125
H 4.434745 -0.612388 5.606604 -0.1 -0.1 0.0 0.086
H 6.155970 -0.829042 5.920413 0.0 -0.1 0.0 0.079
H 5.606133 -0.217176 4.356577 0.0 -0.1 -0.1 0.051
```
Positions in Å, forces in eV/Å.

Its spin multiplicity is 1. The gap between HOMO and LUMO is 6.35 eV. As for the net charge: -1. The calculation puts the highest occupied orbital energy at -4.79 eV. The value obtained for the energy is -5235.626742 a.u.